(1)
Computed, not measured: a 3-piece molecular cluster, C2H9NO2 overall, with ωB97M-V/def2-TZVPD.

Output
Electronic energy = -286.7836 Eh
HOMO energy = -0.348 hartree
Gap between HOMO and LUMO = 9.79 eV
Energy relative to the best compared isomer or geometry (same formula, charge and spin) = 91.3 kJ/mol

Structure (ORCA input):
```
! RIJCOSX wB97M-V def2-TZVPD def2/J DEFGRID3
* xyz 0 1
C -1.43979 -0.74339 -0.13157
C -2.20630 1.42007 -0.68334
N -2.51700 0.21470 -0.46044
H -0.43033 -0.34169 -0.24816
H -1.57877 -1.53096 -0.87620
H -1.65414 -1.14166 0.85169
H -3.07286 1.99018 -1.01987
H -1.31938 2.01625 -0.49178
H 3.08190 -2.04818 0.67942
H 2.80015 -0.77269 -0.00298
O 2.63259 -1.73090 -0.11010
H 2.72081 1.50578 1.23710
H 1.53970 0.87033 1.73517
O 1.99905 0.94617 0.89715
*
```

(2)
Computed, not measured: a 2-piece molecular cluster, C2H9NO2 overall, with ωB97M-V/def2-TZVPD.

Output
Electronic energy = -286.7556 Eh
HOMO energy = -0.358 hartree
Gap between HOMO and LUMO = 10.57 eV
Energy relative to the best compared isomer or geometry (same formula, charge and spin) = 164.8 kJ/mol

Structure (ORCA input):
```
! RIJCOSX wB97M-V def2-TZVPD def2/J DEFGRID3
* xyz 0 1
C 1.38204 2.14917 -3.30724
O 0.24834 1.38290 -2.50585
H 2.04948 1.27302 -3.49941
H 1.95294 3.00004 -2.99456
H 0.74087 2.47155 -4.13937
H 0.75354 0.69398 -2.16394
N -1.36744 -1.88638 3.25179
C -0.52434 -1.04933 2.39298
O -0.57984 -1.20490 1.02825
H -0.91157 -2.77919 3.40350
H -2.24450 -2.13061 2.76109
H 0.53336 -1.26607 2.59999
H -0.67425 0.10772 2.61673
H -1.35864 -0.76190 0.55604
*
```

(3)
Computed, not measured: a 3-piece molecular cluster, C2H9NO2 overall, with ωB97M-V/def2-TZVPD.

Output
Electronic energy = -286.5468 Eh
HOMO energy = -0.328 hartree
Gap between HOMO and LUMO = 4.85 eV
Energy relative to the best compared isomer or geometry (same formula, charge and spin) = 713.0 kJ/mol

Structure (ORCA input):
```
! RIJCOSX wB97M-V def2-TZVPD def2/J DEFGRID3
* xyz 0 1
C -0.91567 0.50007 1.10129
C 0.33105 0.61647 0.30766
N 0.00428 0.09444 -0.96517
H -1.26214 -0.61129 0.81711
H -0.81871 0.35192 2.16835
H -1.61887 1.28674 0.90014
H 0.73097 1.63701 0.15723
H 1.25093 0.12927 0.67703
H -0.34375 -0.88148 -0.88111
H -1.85537 -2.28533 0.90108
O -1.20275 -1.97603 0.26760
H 2.54721 0.76339 -2.29045
H 0.87418 0.14068 -1.63429
O 2.27863 0.23415 -1.52647
*
```